No. 1
7 unconnected molecules or ions with the total composition C6H25NO6, computed with ωB97M-V with the def2-TZVPD basis set.

Summary:
Energy above the lowest of the compared OMol25 structures with the same formula, charge and spin ... 68.2 kcal per mole
SMILES ... CC/C(C)=C(/C)N.O.O.O.O.O.O
Electronic energy ... -20400.802 eV
Kohn-Sham gap ... 8.1 eV
F_max ... 4.27 eV/A
Net charge ... 0

Geometry (Å):
C  2.8332  0.9391  1.6275
C  1.9006  1.0615  0.4599
C  0.7287  0.0581  0.4917
C  0.7525  -1.0622  -0.4881
C  -0.1886  0.0858  1.4683
C  -1.1922  -1.0114  1.7486
N  -0.1374  1.0188  2.5679
H  3.9063  0.8100  1.4374
H  2.5723  0.1296  2.2946
H  2.8485  1.9323  2.0930
H  1.3971  2.0335  0.1756
H  2.3031  0.9572  -0.5828
H  0.0319  -1.8626  -0.4930
H  0.6141  -0.5007  -1.4241
H  1.7931  -1.3842  -0.5778
H  -2.0817  -0.6374  2.2354
H  -1.2959  -1.6720  0.8964
H  -0.7934  -1.7019  2.5109
H  0.6845  1.6026  2.4431
H  -0.9476  1.6149  2.5926
O  -0.9160  2.9999  -0.5903
H  -1.7494  2.9937  -0.1020
H  -1.1951  3.0698  -1.5150
O  2.0283  -2.4706  2.2939
H  2.5801  -1.7025  2.2147
H  1.7562  -2.9265  3.0858
O  -0.1788  1.3353  -3.0101
H  0.3533  0.6321  -3.4106
H  -0.0432  1.5220  -2.0747
O  1.0218  -1.9415  -3.2250
H  0.2624  -2.5287  -3.3535
H  1.6926  -2.6092  -3.0276
O  -3.5457  -0.0292  0.4248
H  -3.3122  -0.5652  -0.3602
H  -3.5233  -0.8726  0.9130
O  -2.3279  -0.6211  -2.3124
H  -3.1720  -0.2247  -2.5631
H  -1.7617  0.1495  -2.1525

Löwdin population analysis, charges in e, atoms 1 to 5:
1. C -0.102
2. C -0.221
3. C -0.295
4. C -0.076
5. C -0.338

---

No. 2
7 unconnected molecules or ions with the total composition C6H25NO7, computed with ωB97M-V with the def2-TZVPD basis set.

Summary:
Energy above the lowest of the compared OMol25 structures with the same formula, charge and spin ... 41.4 kcal per mole
SMILES ... CCN(CC)C(C)=O.O.O.O.O.O.O
Electronic energy ... -22450.211 eV
Kohn-Sham gap ... 9.7 eV
F_max ... 2.59 eV/A
Net charge ... 0

Geometry (Å):
C  -1.8575  2.4046  -0.0086
C  -0.7745  1.4988  0.5222
N  0.4267  1.4144  -0.3201
C  1.4115  2.4784  -0.0645
C  1.6799  3.4935  -1.1427
C  0.2650  0.7228  -1.5099
C  1.4924  0.4295  -2.3138
O  -0.7757  0.2135  -1.8634
H  -2.1106  2.2654  -1.0638
H  -2.7548  2.3140  0.6084
H  -1.5239  3.4452  0.0162
H  -1.2096  0.5139  0.7178
H  -0.3895  1.7755  1.5013
H  1.2461  2.9674  0.9015
H  2.3600  1.9640  0.2037
H  0.7231  3.9294  -1.4412
H  2.3029  4.3574  -0.7986
H  2.1151  3.0712  -2.0470
H  1.9378  1.3510  -2.6774
H  1.2545  -0.0440  -3.2587
H  2.1703  -0.1027  -1.6245
O  -2.2943  0.3970  3.6627
H  -1.4269  0.3520  4.0594
H  -2.9510  -0.2324  3.9947
O  1.8301  -2.4165  0.2383
H  0.9529  -2.5609  0.6681
H  2.4264  -2.1717  0.9504
O  -0.5400  -3.1508  1.2201
H  -0.7876  -4.0422  1.4846
H  -0.9065  -3.2076  0.2979
O  -0.1036  -3.3031  -2.2028
H  0.3283  -2.5346  -2.5984
H  0.7224  -3.7549  -1.9660
O  0.3242  -0.0381  3.1132
H  -0.5556  -0.2525  2.7434
H  0.8068  0.0216  2.2759
O  -1.7514  -4.6602  -0.4327
H  -1.3663  -4.3820  -1.2907
H  -2.6969  -4.5264  -0.5551

Löwdin population analysis, charges in e, atoms 1 to 5:
1. C -0.068
2. C -0.240
3. N -0.055
4. C -0.226
5. C -0.085

---

No. 3
7 unconnected molecules or ions with the total composition C6H25NO7, computed with ωB97M-V with the def2-TZVPD basis set.

Summary:
Energy above the lowest of the compared OMol25 structures with the same formula, charge and spin ... 110.0 kcal per mole
SMILES ... CN[C@H](C=O)C(C)C.O.O.O.O.O.O
Electronic energy ... -22447.235 eV
Kohn-Sham gap ... 9.9 eV
F_max ... 12.63 eV/A
Net charge ... 0

Geometry (Å):
C  1.8409  -1.3685  -1.8261
N  1.1060  -1.2297  -0.4483
C  0.7766  0.0840  0.0499
C  0.9159  1.3120  -0.9872
O  0.0625  1.3734  -1.7876
C  1.4655  0.3498  1.4577
C  1.2097  -0.8365  2.3140
C  2.8727  0.7628  1.3943
H  1.3455  -0.7356  -2.5356
H  1.6882  -2.4503  -2.2262
H  2.9717  -1.2625  -1.7551
H  1.7505  -1.6130  0.2284
H  -0.3967  0.0441  0.2628
H  1.7133  2.0099  -0.9027
H  0.8295  1.1444  1.9291
H  0.1316  -1.0825  2.3691
H  1.2742  -0.5342  3.3983
H  1.8780  -1.7624  2.2051
H  2.8891  1.5733  0.7482
H  3.2466  1.0365  2.3678
H  3.7371  0.1734  0.8916
O  -3.1803  2.2323  0.8214
H  -3.2758  1.9067  -0.1030
H  -3.1258  1.4171  1.2646
O  -2.5369  -0.2885  1.7746
H  -3.0992  -0.7728  2.3564
H  -2.1804  -0.8825  1.1101
O  -2.4957  0.6644  -1.6608
H  -1.6971  0.8607  -1.5441
H  -2.4479  -0.4007  -1.7991
O  -0.0967  3.3018  -0.0778
H  -0.4918  3.5181  -1.0268
H  -1.0246  2.9774  0.2071
O  -1.4373  -1.6978  -2.4503
H  -0.6037  -1.4278  -2.0630
H  -1.2059  -1.6546  -3.4098
O  -1.6752  -2.2656  0.0956
H  -2.0333  -2.3826  -0.8155
H  -0.7009  -2.0938  0.1726

Löwdin population analysis, charges in e, atoms 1 to 5:
1. C -0.060
2. N -0.079
3. C -0.259
4. C -0.215
5. O 0.036

---

No. 4
8 unconnected molecules or ions with the total composition C6H25NO8, computed with ωB97M-V with the def2-TZVPD basis set.

Summary:
Energy above the lowest of the compared OMol25 structures with the same formula, charge and spin ... 93.5 kcal per mole
Electronic energy ... -24486.040 eV
Kohn-Sham gap (alpha / beta) ... 10.4 / 4.5 eV
Multiplicity ... 2
F_max ... 4.25 eV/A
Net charge ... +1
<S²> ... 0.757

Geometry (Å):
O  -0.0899  -0.9881  3.2497
C  0.7663  -1.3113  2.4650
C  1.0092  -0.3721  1.3081
C  2.3782  0.3343  1.5688
C  2.6898  1.8211  1.0268
C  3.0117  1.3153  -1.3394
C  2.3251  2.0078  -0.4658
N  1.1295  -1.2095  0.0351
H  1.3455  -2.1979  2.3233
H  0.3030  0.4098  1.2798
H  3.1368  -0.4548  1.2652
H  2.6294  0.5228  2.6148
H  2.0074  2.5013  1.6232
H  3.7362  1.9581  1.1664
H  3.7893  0.6757  -0.9374
H  2.7530  1.2571  -2.3868
H  1.6092  2.6574  -0.8478
H  0.2738  -1.3033  -0.5666
H  1.8256  -0.8211  -0.6118
H  -2.0051  -0.7317  -1.9252
H  -1.1873  -0.5948  -3.0828
O  -1.8869  -0.0314  -2.6187
H  -2.4472  -2.1523  1.7340
H  -3.0723  -0.8859  1.0975
O  -3.0299  -1.8320  1.0474
H  -1.0217  -2.9126  -0.9624
H  -1.7584  -1.8285  -0.1394
O  -1.3582  -1.9672  -1.0279
H  -0.5299  0.8458  -1.9017
H  -0.3426  2.2216  -2.4168
O  -0.0760  1.6469  -1.7084
H  -3.4729  0.8394  -0.2229
H  -2.5500  1.2812  0.9735
O  -3.4073  0.8692  0.7583
H  -0.1701  -2.2817  -3.6161
H  0.4301  -1.8863  -2.1481
O  0.1752  -1.5254  -3.1054
H  -0.6974  1.7944  -0.0758
H  -0.2275  2.3654  1.0563
O  -0.9952  1.8801  0.7902

Löwdin population analysis, charges in e, atoms 1 to 5:
1. O 0.144
2. C -0.171
3. C -0.272
4. C -0.105
5. C -0.093

---

No. 5
A molecular structure, C6H26O8Y, computed with ωB97M-V with the def2-TZVPD basis set.

Summary:
Energy above the lowest of the compared OMol25 structures with the same formula, charge and spin ... 21.2 kcal per mole
Electronic energy ... -24065.114 eV
Kohn-Sham gap ... 6.9 eV
F_max ... 4.47 eV/A
Net charge ... +1

Geometry (Å):
Y  0.4531  -0.7429  -1.0133
C  1.9536  2.8560  1.6981
C  0.8759  2.3914  0.7068
C  0.5023  3.5463  -0.2385
O  1.2602  1.2611  0.0163
H  2.9391  2.9322  1.2325
H  1.9270  2.2890  2.6292
H  1.7860  3.8882  2.0402
H  -0.0084  2.1601  1.3242
H  1.3939  3.7985  -0.8254
H  0.2585  4.4578  0.3061
H  -0.2878  3.2126  -0.9103
C  -1.6834  0.0754  2.3250
C  -1.7880  -1.3404  1.7855
C  -3.2382  -1.8054  1.6534
O  -1.0610  -1.5131  0.6215
H  -2.2464  0.3741  3.2117
H  -2.0721  0.7956  1.5826
H  -0.6365  0.3353  2.4910
H  -1.3662  -1.9871  2.5758
H  -3.7468  -1.6028  2.5965
H  -3.2962  -2.8554  1.3763
H  -3.7601  -1.2132  0.8918
O  0.9829  -3.1463  -1.2226
H  0.6682  -3.7908  -0.5703
H  1.5444  -3.6493  -1.8247
O  -1.1640  -1.9529  -2.4693
H  -1.6889  -2.6653  -2.0732
H  -1.4234  -1.9285  -3.3994
O  2.7418  -1.0692  -1.7812
H  3.5757  -1.2663  -1.3340
H  2.8126  -1.4998  -2.6441
O  -1.4390  0.7481  -1.3404
H  -1.9644  1.1036  -2.0669
H  -1.9212  0.9794  -0.5299
O  0.8678  0.3883  -3.0908
H  1.2836  1.2646  -3.1538
H  0.8184  0.0588  -3.9993
O  1.9311  -1.5317  0.7818
H  1.4642  -2.0878  1.4247
H  2.7521  -1.2681  1.2165

Löwdin population analysis, charges in e, atoms 1 to 5:
1. Y 1.608
2. C -0.068
3. C -0.619
4. C -0.068
5. O -0.360

---

No. 6
9 unconnected molecules or ions with the total composition C6H27N2O8, computed with ωB97M-V with the def2-TZVPD basis set.

Summary:
Energy above the lowest of the compared OMol25 structures with the same formula, charge and spin ... 50.1 kcal per mole
Electronic energy ... -26012.516 eV
Kohn-Sham gap ... 9.5 eV
F_max ... 6.10 eV/A
Net charge ... +1

Geometry (Å):
C  0.6125  2.9642  0.1676
C  0.7706  2.0226  -0.9978
C  1.1609  0.6758  -0.3443
C  0.1601  -0.3501  -0.1655
C  -0.1919  -1.5830  -0.8173
N  -1.1972  -2.1611  -0.0832
C  -1.6766  -1.2602  0.7664
N  -0.8994  -0.0758  0.7372
H  0.4976  3.9271  -0.3621
H  1.4632  2.8749  0.9112
H  -0.3359  2.9200  0.8852
H  1.5328  2.4243  -1.7747
H  -0.1547  1.9018  -1.8031
H  1.7617  0.8262  0.5346
H  1.9807  0.2686  -1.0292
H  0.4004  -2.0065  -1.6336
H  -1.6017  -3.1462  -0.3729
H  -2.4512  -1.4614  1.5057
H  -1.1582  0.6944  1.3659
H  -0.3043  1.9629  2.8067
H  -0.9183  0.9509  3.7937
O  -0.4196  1.0458  2.9646
H  -0.1976  -0.1183  -2.9469
H  -1.6464  -0.1643  -3.3480
O  -1.0590  -0.0172  -2.6942
H  1.4108  -0.7119  -4.2288
H  2.1080  -0.5974  -2.8916
O  1.5329  -0.0825  -3.5336
H  -2.9138  1.5178  0.9788
H  -2.9483  2.2043  2.3341
O  -2.7560  1.3571  1.9145
H  -2.1532  1.4623  -1.1082
H  -2.8600  2.8183  -1.1296
O  -2.4624  2.1266  -0.6108
H  1.9697  -2.9728  -0.6816
H  2.8469  -3.1940  -1.8574
O  1.9521  -3.0393  -1.6498
H  1.2500  -2.4967  1.7134
H  1.3867  -3.9966  1.4164
O  1.4275  -3.1741  1.0167
H  0.7038  -1.1021  3.1279
H  1.9833  -1.5357  3.8753
O  1.3937  -1.6987  3.2480

Löwdin population analysis, charges in e, atoms 1 to 5:
1. C -0.140
2. C -0.251
3. C -0.170
4. C -0.196
5. C -0.053

---

No. 7
8 unconnected molecules or ions with the total composition C6H27NO8, computed with ωB97M-V with the def2-TZVPD basis set.

Summary:
Energy above the lowest of the compared OMol25 structures with the same formula, charge and spin ... 0.4 kcal per mole
Electronic energy ... -24521.629 eV
Kohn-Sham gap (alpha / beta) ... 9.9 / 5.0 eV
Multiplicity ... 2
F_max ... 2.46 eV/A
Net charge ... +1
<S²> ... 0.761

Geometry (Å):
C  0.4279  1.3171  -0.4534
N  0.2771  2.6957  -0.1357
C  -1.0168  3.2859  -0.0672
O  -1.2227  4.3715  -0.5125
C  -0.5757  0.7238  -1.4848
C  -0.2914  -0.8435  -1.4959
C  -1.4795  -1.5370  -2.1057
C  1.0547  -1.1790  -2.0955
H  0.1853  0.6847  0.4210
H  1.4486  1.1693  -0.7743
H  0.9534  3.3225  -0.5932
H  -1.7697  2.8433  0.5952
H  -0.3923  1.1129  -2.4815
H  -1.6028  0.8061  -1.1520
H  -0.1986  -0.9470  -0.4204
H  -1.8578  -1.0734  -3.0244
H  -1.2692  -2.5619  -2.3539
H  -2.2831  -1.5470  -1.3685
H  1.1471  -0.7563  -3.1032
H  1.2354  -2.2352  -2.1170
H  1.8910  -0.7578  -1.5383
H  1.9956  -2.4032  2.9933
H  2.3392  -1.5290  1.8153
O  2.1332  -2.4557  2.0407
H  2.6639  0.8792  1.4022
H  1.7556  0.6949  2.5596
O  2.5752  0.3332  2.1939
H  -0.8371  3.3299  -3.4142
H  -0.3146  4.3397  -2.4289
O  -0.0722  3.5047  -2.8507
H  -0.6935  -0.2475  2.6863
H  -1.7454  0.1260  1.6770
O  -1.0646  0.5314  2.2537
H  2.0896  -3.6425  0.7478
H  1.8385  -3.8092  -0.8771
O  1.6431  -4.0898  0.0232
H  -2.0306  -2.1401  1.2452
H  -3.4783  -1.6414  1.4083
O  -2.6257  -1.3898  1.0318
H  0.2386  -2.7090  1.5883
H  -0.4994  -3.8441  2.3886
O  -0.6023  -2.9641  2.0087

Löwdin population analysis, charges in e, atoms 1 to 5:
1. C -0.153
2. N 0.219
3. C -0.222
4. O 0.157
5. C -0.086

---

Q: Number 6 is which compound?
A: C6H27N2O8

---

Q: energy above the lowest of the compared OMol25 structures with the same formula, charge and spin of number 7 (C6H27NO8)?
A: 0.4 kcal per mole

---

Q: The highest F_max belongs to which entry?
A: number 3

---

Q: electronic energy of number 1 (C6H25NO6)?
A: -20400.802 eV